36
Properties=species:S:1:pos:R:3:forces:R:3 method="wB97M-V/def2-TZVPD" de_lowest_kcal_mol=75.7 spin_multiplicity=1 fmax_ev_per_a=4.800 total_energy_ev=-21965.8524 e_homo_ev=-9.66 charge=0 gap_ev=10.478 smiles="CCOC(=O)CC[C@]1(C)OC[C@@H](COC)O1"
C 0.308 -0.713 3.009 -2.269 0.743 1.443
C -1.172 -1.318 2.950 1.578 1.274 0.708
O -1.649 -1.441 1.589 0.638 -1.169 0.109
C -1.169 -2.474 0.886 2.062 -4.229 0.952
O -0.476 -3.482 1.272 -2.031 4.200 0.664
C -1.448 -2.593 -0.567 -0.605 -0.200 -0.655
C -0.113 -2.147 -1.337 -1.777 -1.282 -1.368
C -0.111 -0.726 -1.907 1.411 0.982 -0.937
C -1.124 -0.470 -3.121 -0.415 -1.523 2.329
O 1.230 -0.500 -2.473 -0.292 -0.703 -0.059
C 1.648 0.766 -2.065 2.259 -1.055 2.544
C 1.085 0.881 -0.670 -0.873 2.251 -0.155
C 0.947 2.370 -0.211 0.597 -0.084 -0.755
O 1.124 2.583 1.171 -0.845 1.894 0.191
C 0.719 3.998 1.528 0.586 -1.126 0.323
O -0.144 0.263 -0.809 -3.094 -1.573 -1.540
H 1.019 -1.539 3.159 0.005 0.751 0.074
H 0.493 -0.116 2.119 0.157 -0.184 -0.139
H 0.197 0.089 3.868 0.987 -1.854 -1.376
H -1.802 -0.562 3.459 -0.116 -0.678 -0.708
H -1.173 -2.246 3.541 -0.355 0.070 -0.689
H -2.392 -2.099 -0.857 0.724 0.432 -0.191
H -1.707 -3.709 -0.697 0.906 1.733 -0.052
H 0.802 -2.336 -0.779 -0.271 0.186 0.386
H -0.077 -2.893 -2.180 0.221 1.005 0.401
H -2.139 -0.688 -2.766 0.084 -0.250 -0.061
H -1.188 0.533 -3.380 0.411 2.035 -0.328
H -0.960 -1.036 -4.046 0.491 -0.228 0.623
H 2.744 0.968 -2.003 -0.442 -1.100 -0.356
H 1.313 1.528 -2.655 -1.491 2.102 -1.809
H 1.530 0.340 0.105 1.924 -0.723 1.017
H -0.043 2.773 -0.451 0.158 -0.257 -0.674
H 1.766 2.924 -0.749 -0.766 -0.139 0.157
H -0.045 3.922 2.312 -0.126 -0.016 -0.502
H 1.588 4.404 2.027 0.326 0.231 0.012
H 0.422 4.744 0.728 0.242 -1.518 0.422

32
Properties=species:S:1:pos:R:3:forces:R:3 method="wB97M-V/def2-TZVPD" de_lowest_kcal_mol=52.2 spin_multiplicity=1 fmax_ev_per_a=4.820 total_energy_ev=-22563.8254 e_homo_ev=-8.17 charge=0 gap_ev=8.975 smiles="CC[C@@H](S)C/C=C(/C)C=C(C)C"
C 0.648 -0.574 -4.447 -0.115 0.916 -2.184
C 0.504 -1.107 -3.052 0.840 -2.382 2.226
C 1.054 -0.286 -1.906 0.700 1.121 -0.080
S 0.034 1.243 -1.723 4.332 2.109 0.108
C 1.086 -1.100 -0.593 -0.918 -0.655 -0.880
C 1.687 -0.419 0.548 0.013 1.077 2.637
C 1.021 0.050 1.653 2.393 0.751 -0.507
C 1.790 0.814 2.812 1.549 -1.602 -2.729
C -0.387 -0.287 1.826 -0.994 2.638 1.148
C -1.513 0.422 2.122 2.757 -0.573 -2.674
C -2.788 -0.260 2.085 -2.670 -2.251 0.166
C -1.654 1.898 2.045 -0.792 1.216 2.343
H -0.214 -1.032 -4.927 -0.010 0.206 -0.735
H 1.546 -0.857 -5.130 -1.205 0.263 1.809
H 0.504 0.564 -4.578 0.231 -1.767 0.633
H 0.995 -2.143 -2.873 -0.397 1.396 -0.949
H -0.526 -1.377 -2.696 0.348 0.545 -1.023
H 2.124 0.047 -2.190 -1.623 -0.181 0.650
H -1.092 0.758 -1.748 -3.600 -2.007 -0.121
H 1.766 -1.929 -0.909 -0.907 -0.110 0.683
H 0.010 -1.385 -0.288 1.614 -0.098 -0.917
H 2.773 -0.374 0.557 -0.006 0.404 -0.084
H 1.281 1.667 3.076 -1.385 2.134 0.417
H 2.842 1.151 2.502 -1.492 -0.770 0.336
H 1.833 0.234 3.709 0.177 -0.700 0.506
H -0.464 -1.309 1.812 -0.801 -2.584 -0.119
H -3.491 -0.013 1.273 0.645 0.818 -0.189
H -2.785 -1.405 1.871 0.375 1.765 1.407
H -3.359 0.117 2.966 0.028 -1.108 -0.167
H -2.553 2.121 1.447 0.249 0.094 0.403
H -0.847 2.470 1.616 0.550 -0.185 -0.063
H -1.823 2.300 3.141 0.111 -0.483 -2.052

43
Properties=species:S:1:pos:R:3:forces:R:3 method="wB97M-V/def2-TZVPD" de_lowest_kcal_mol=76.0 spin_multiplicity=1 fmax_ev_per_a=4.196 total_energy_ev=-90763.3313 e_homo_ev="-15.55 / -15.54" charge=+2 gap_ev="5.502 / 5.917"
C 0.052 -0.983 -3.377 -0.030 -0.675 -0.811
C 0.073 0.070 -2.324 -0.015 3.739 -1.904
H 0.061 -0.542 -4.388 -0.002 0.010 0.474
H -0.853 -1.598 -3.269 0.231 0.144 0.100
H 0.917 -1.653 -3.275 -0.232 0.181 0.131
O 0.076 1.276 -2.538 0.000 -3.752 0.771
I 0.387 -1.685 2.692 -0.637 0.153 -0.181
Al 0.033 -0.333 -0.197 -0.087 1.463 1.951
P 2.392 -0.592 -0.228 2.798 -0.625 0.371
C 3.256 0.923 0.296 -0.679 0.356 0.152
C 3.109 -1.843 0.908 -0.491 -0.066 0.069
H 4.145 -2.099 0.651 -0.307 0.199 -0.130
H 4.338 -0.991 -1.613 -0.378 0.065 0.068
H 2.471 -2.730 0.856 0.350 -0.110 0.051
H 2.928 -1.932 -2.175 0.197 0.134 -0.011
H 2.890 1.185 1.295 0.244 -0.042 -0.212
H 3.059 -1.453 1.933 0.219 -0.116 -0.394
C 3.254 -0.957 -1.794 -0.540 -0.239 -0.418
H 4.344 0.770 0.326 -0.356 -0.192 -0.116
H 3.042 -0.189 -2.546 0.089 -0.110 0.092
H 3.016 1.748 -0.384 0.170 -0.065 0.094
P -2.347 -0.414 -0.245 -2.380 -0.311 0.258
C -3.218 1.114 0.209 0.968 0.676 0.348
C -3.182 -0.794 -1.813 0.387 -0.377 -0.682
H -2.404 -2.543 0.884 -0.201 -0.088 -0.001
H -4.051 -1.868 0.724 0.181 0.206 -0.075
H -2.901 -1.230 1.943 -0.078 0.055 -0.066
C -3.003 -1.631 0.932 0.597 -0.316 0.199
H -2.901 -1.777 -2.200 -0.062 -0.020 0.088
H -4.272 -0.783 -1.697 0.281 0.032 0.282
H -4.289 1.041 0.028 -0.001 -0.445 -0.002
H -2.854 1.917 -0.431 0.039 0.224 0.025
H -2.938 -0.060 -2.585 0.027 0.086 0.082
H -3.021 1.367 1.263 -0.162 -0.126 -0.422
C 0.330 1.722 0.015 -0.475 1.302 -0.879
O 0.197 2.837 -0.091 0.279 -0.522 0.150
Cl 0.394 1.705 5.007 -0.066 0.464 0.237
C 0.079 2.500 3.474 -0.953 -0.784 -1.193
Cl -0.769 4.053 3.479 0.307 -0.304 0.519
Cl 1.642 2.731 2.629 -0.268 0.001 0.343
C -0.948 1.476 2.716 -0.853 1.271 2.665
O -2.033 1.324 3.264 1.636 -0.147 -1.417
O -0.499 0.919 1.647 0.253 -1.330 -0.605

34
Properties=species:S:1:pos:R:3:forces:R:3 method="wB97M-V/def2-TZVPD" de_lowest_kcal_mol=0.0 spin_multiplicity=1 fmax_ev_per_a=6.126 total_energy_ev=-20298.3650 e_homo_ev="-8.49 / -7.49" charge=0 gap_ev="8.229 / 7.012" smiles="CCB(CC)C1=C[Si@H](C)C=C1CC"
C -1.447 -2.985 1.000 0.022 0.108 0.010
C -1.985 -1.561 1.184 0.101 0.218 -0.170
B -1.465 -0.591 0.022 -1.253 -0.442 0.114
C -2.437 -0.218 -1.179 0.295 0.333 0.146
C -2.047 1.013 -1.998 -0.041 -0.194 0.004
C -0.025 -0.144 0.013 3.926 -4.289 -1.927
C 1.084 -1.486 -0.630 -3.189 4.243 1.445
Si 2.677 -0.573 -0.749 0.104 0.348 1.126
C 4.142 -1.409 0.145 -0.355 0.169 -0.381
C 2.081 0.963 0.166 0.514 -0.386 -0.327
C 0.748 0.960 0.420 -0.205 0.265 0.192
C 0.032 2.075 1.152 0.135 0.199 -0.025
C 0.411 3.470 0.660 -0.128 -0.129 0.093
H -0.362 -2.964 0.902 0.044 -0.148 0.021
H -1.709 -3.610 1.852 0.001 -0.082 -0.005
H -1.868 -3.437 0.103 0.029 -0.124 -0.074
H -3.075 -1.602 1.220 -0.034 0.105 -0.059
H -1.646 -1.200 2.159 0.038 0.097 0.015
H -3.473 -0.115 -0.847 -0.024 -0.182 0.140
H -2.427 -1.090 -1.843 -0.033 -0.215 0.021
H -1.017 0.930 -2.339 0.093 0.075 -0.092
H -2.695 1.126 -2.866 0.019 0.091 -0.065
H -2.131 1.915 -1.396 0.025 0.160 0.025
H 0.560 -2.184 -1.252 -0.132 -0.453 -0.074
H 3.082 -0.166 -2.106 -0.048 -0.134 -0.241
H 4.409 -0.892 1.062 -0.061 0.142 0.117
H 3.899 -2.434 0.405 -0.076 -0.169 0.023
H 5.022 -1.429 -0.490 0.145 0.004 -0.119
H 2.699 1.777 0.505 0.140 0.235 0.094
H -1.046 1.933 1.043 -0.015 0.005 0.079
H 0.267 1.996 2.218 -0.125 -0.034 -0.014
H 1.455 3.691 0.866 0.098 0.034 -0.015
H -0.197 4.221 1.162 -0.012 0.110 0.022
H 0.248 3.554 -0.412 0.000 0.039 -0.101

47
Properties=species:S:1:pos:R:3:forces:R:3 method="wB97M-V/def2-TZVPD" spin_multiplicity=1 fmax_ev_per_a=4.794 total_energy_ev=-194813.8083 e_homo_ev=-8.16 charge=0 gap_ev=6.365
C 5.035 1.600 0.004 -0.263 0.817 0.396
C 4.679 2.027 1.475 -0.491 0.465 -0.940
Br 5.923 3.456 2.081 -0.161 -1.023 -0.444
C 3.189 2.614 1.478 1.470 0.083 1.805
Br 2.868 3.991 2.884 -0.241 -0.646 -0.686
N 2.289 1.510 1.834 -0.506 -0.154 -1.828
C 1.622 0.932 0.892 -1.775 -2.534 -3.663
N 1.603 1.253 -0.509 0.072 1.540 1.167
C 0.263 0.888 -1.077 -0.341 -0.650 0.169
C -0.421 0.370 0.240 -1.292 1.147 -1.219
C -1.782 -0.369 0.192 -0.705 0.432 0.862
C -2.657 0.208 1.389 0.912 -1.087 0.253
C -3.661 -0.841 1.980 -0.061 1.604 0.081
O -4.984 -0.277 1.837 0.414 -0.831 -0.123
N 0.695 -0.186 1.025 0.225 0.467 1.627
P 1.597 -1.568 0.389 1.345 -1.480 -0.138
C 1.545 -2.927 1.700 -1.306 -0.029 -0.612
O 0.791 -2.260 -0.925 0.317 0.869 1.835
H 4.581 0.622 -0.261 0.448 0.369 0.332
H 4.610 2.355 -0.697 0.527 -0.437 0.390
H 6.138 1.602 -0.084 -0.713 -0.328 -0.174
H 4.771 1.128 2.119 -0.033 0.928 0.035
H 2.965 3.074 0.501 -0.297 -0.518 0.617
H 2.131 1.166 2.780 0.328 0.289 -0.017
H 2.372 0.834 -1.017 0.259 0.415 0.171
H -0.358 1.713 -1.482 0.861 -0.007 0.465
H 0.389 0.209 -1.944 -0.195 -0.101 0.863
H -0.664 1.337 0.759 0.182 -0.640 -0.286
H -1.681 -1.472 0.305 0.137 0.712 -0.245
H -2.359 -0.164 -0.744 1.010 -0.336 0.529
H -1.944 0.467 2.214 -0.572 0.023 -0.551
H -3.188 1.130 1.062 0.249 -0.708 0.296
H -3.554 -1.817 1.467 -0.174 0.484 0.361
H -3.483 -0.905 3.078 0.093 -0.440 -0.716
H -5.553 -1.009 1.585 -0.264 0.145 -0.094
H 0.821 -3.715 1.379 0.428 0.598 0.165
H 2.542 -3.408 1.728 -0.495 0.547 0.145
H 1.190 -2.556 2.682 0.521 -0.125 -0.494
H 1.494 -2.427 -1.562 -0.181 0.038 -0.344
C -4.151 -0.700 -4.512 -0.294 0.240 -0.412
F -5.221 -1.407 -4.897 0.030 -0.255 0.237
F -3.375 -0.564 -5.598 0.308 -0.109 0.121
F -4.597 0.530 -4.208 0.123 0.058 0.314
S -3.255 -1.493 -3.100 0.541 -1.220 0.986
O -2.849 -2.795 -3.601 -0.259 0.686 -0.264
O -4.232 -1.558 -2.022 0.114 0.444 -0.503
O -2.134 -0.596 -2.822 -0.292 0.258 -0.468

44
Properties=species:S:1:pos:R:3:forces:R:3 method="wB97M-V/def2-TZVPD" s_squared=0.995 de_lowest_kcal_mol=2.5 spin_multiplicity=2 fmax_ev_per_a=2.330 total_energy_ev=-63403.0300 e_homo_ev="-14.99 / -14.88" charge=+2 gap_ev="7.203 / 7.358"
Tc 0.239 -0.059 0.677 0.859 -0.713 2.045
N -1.637 -3.155 2.703 0.035 0.043 -0.063
C -1.213 -2.290 1.810 0.273 0.267 -0.119
O -0.205 -1.565 2.051 -0.358 0.017 -0.121
C -1.868 -2.146 0.466 -0.051 0.132 0.059
C -1.644 -0.726 -0.088 0.503 0.225 -0.126
H -1.156 -3.247 3.583 0.081 -0.010 0.085
H -2.425 -3.749 2.523 -0.146 -0.096 -0.021
H -2.927 -2.397 0.509 -0.078 -0.022 -0.008
H -1.394 -2.895 -0.173 -0.004 -0.030 -0.032
H -2.367 -0.028 0.330 -0.107 0.000 0.031
H -1.734 -0.689 -1.173 0.026 -0.092 0.066
C 1.611 3.000 -2.147 0.173 0.093 0.018
C 1.476 1.992 -1.064 1.095 0.502 -0.201
N 0.401 1.353 -0.816 -1.127 -0.208 -0.354
O -0.685 1.636 -1.636 -0.242 0.208 0.119
C 2.588 1.588 -0.198 0.323 0.450 -0.327
C 3.996 2.079 -0.180 0.045 0.082 -0.041
N 2.202 0.674 0.618 -0.624 -0.271 -0.389
O 2.769 0.067 1.532 -0.839 -0.160 0.033
H 0.652 3.444 -2.393 -0.024 0.000 -0.008
H 2.019 2.528 -3.046 0.004 0.007 0.020
H 2.304 3.790 -1.854 -0.001 -0.072 0.004
H -0.478 1.265 -2.504 -0.010 -0.122 -0.248
H 4.160 2.853 -0.926 0.006 -0.018 0.014
H 4.683 1.250 -0.374 -0.081 0.059 0.001
H 4.244 2.477 0.807 -0.031 -0.003 -0.052
Cl 1.285 -2.013 -0.560 0.223 0.077 -0.220
C 1.124 -2.216 -2.350 0.082 0.207 -0.039
Cl 1.451 -0.780 -3.310 -0.062 0.029 0.321
H 0.124 -2.556 -2.546 -0.306 -0.050 -0.019
H 1.855 -2.966 -2.600 0.179 -0.194 -0.030
S -0.528 1.398 2.365 0.016 -0.340 -0.358
C -1.474 2.757 1.856 -0.005 0.176 0.046
N -1.957 3.053 0.665 -0.147 0.145 -0.269
C -2.763 4.296 0.666 0.206 -0.240 0.152
C -2.663 4.749 2.137 0.174 -0.396 0.060
N -1.849 3.666 2.739 -0.169 0.407 0.045
H -1.847 2.467 -0.142 0.077 -0.104 -0.183
H -3.785 4.088 0.370 -0.101 -0.089 -0.033
H -2.343 5.023 -0.021 0.072 0.022 -0.044
H -3.633 4.810 2.617 -0.089 -0.043 0.089
H -2.163 5.704 2.242 0.136 0.109 0.042
H -1.565 3.639 3.703 0.015 0.017 0.058

What is the charge in the fifth record?
0

Repeat the third record exactly.
43
Properties=species:S:1:pos:R:3:forces:R:3 method="wB97M-V/def2-TZVPD" de_lowest_kcal_mol=76.0 spin_multiplicity=1 fmax_ev_per_a=4.196 total_energy_ev=-90763.3313 e_homo_ev="-15.55 / -15.54" charge=+2 gap_ev="5.502 / 5.917"
C 0.052 -0.983 -3.377 -0.030 -0.675 -0.811
C 0.073 0.070 -2.324 -0.015 3.739 -1.904
H 0.061 -0.542 -4.388 -0.002 0.010 0.474
H -0.853 -1.598 -3.269 0.231 0.144 0.100
H 0.917 -1.653 -3.275 -0.232 0.181 0.131
O 0.076 1.276 -2.538 0.000 -3.752 0.771
I 0.387 -1.685 2.692 -0.637 0.153 -0.181
Al 0.033 -0.333 -0.197 -0.087 1.463 1.951
P 2.392 -0.592 -0.228 2.798 -0.625 0.371
C 3.256 0.923 0.296 -0.679 0.356 0.152
C 3.109 -1.843 0.908 -0.491 -0.066 0.069
H 4.145 -2.099 0.651 -0.307 0.199 -0.130
H 4.338 -0.991 -1.613 -0.378 0.065 0.068
H 2.471 -2.730 0.856 0.350 -0.110 0.051
H 2.928 -1.932 -2.175 0.197 0.134 -0.011
H 2.890 1.185 1.295 0.244 -0.042 -0.212
H 3.059 -1.453 1.933 0.219 -0.116 -0.394
C 3.254 -0.957 -1.794 -0.540 -0.239 -0.418
H 4.344 0.770 0.326 -0.356 -0.192 -0.116
H 3.042 -0.189 -2.546 0.089 -0.110 0.092
H 3.016 1.748 -0.384 0.170 -0.065 0.094
P -2.347 -0.414 -0.245 -2.380 -0.311 0.258
C -3.218 1.114 0.209 0.968 0.676 0.348
C -3.182 -0.794 -1.813 0.387 -0.377 -0.682
H -2.404 -2.543 0.884 -0.201 -0.088 -0.001
H -4.051 -1.868 0.724 0.181 0.206 -0.075
H -2.901 -1.230 1.943 -0.078 0.055 -0.066
C -3.003 -1.631 0.932 0.597 -0.316 0.199
H -2.901 -1.777 -2.200 -0.062 -0.020 0.088
H -4.272 -0.783 -1.697 0.281 0.032 0.282
H -4.289 1.041 0.028 -0.001 -0.445 -0.002
H -2.854 1.917 -0.431 0.039 0.224 0.025
H -2.938 -0.060 -2.585 0.027 0.086 0.082
H -3.021 1.367 1.263 -0.162 -0.126 -0.422
C 0.330 1.722 0.015 -0.475 1.302 -0.879
O 0.197 2.837 -0.091 0.279 -0.522 0.150
Cl 0.394 1.705 5.007 -0.066 0.464 0.237
C 0.079 2.500 3.474 -0.953 -0.784 -1.193
Cl -0.769 4.053 3.479 0.307 -0.304 0.519
Cl 1.642 2.731 2.629 -0.268 0.001 0.343
C -0.948 1.476 2.716 -0.853 1.271 2.665
O -2.033 1.324 3.264 1.636 -0.147 -1.417
O -0.499 0.919 1.647 0.253 -1.330 -0.605